{
  "formula": "C41H37BCsN14O2S",
  "method": "ωB97M-V with the def2-TZVPD basis set",
  "symbols": ["Cs", "O", "C", "C", "C", "C", "C", "C", "C", "N", "C", "C", "N", "C", "C", "C", "C", "C", "C", "C", "O", "H", "H", "H", "H", "H", "H", "H", "H", "H", "H", "H", "H", "H", "H", "N", "C", "S", "N", "N", "C", "C", "C", "C", "C", "C", "C", "C", "C", "C", "C", "C", "N", "H", "H", "H", "H", "H", "H", "H", "H", "H", "H", "H", "C", "C", "N", "N", "C", "B", "N", "C", "C", "C", "N", "N", "C", "C", "C", "N", "N", "C", "C", "C", "N", "H", "H", "H", "H", "H", "H", "H", "H", "H", "H", "H", "H"],
  "coordinates": [[1.154, -0.251, 0.998], [2.468, 0.809, 3.424], [2.679, 2.062, 3.480], [2.325, 2.854, 4.616], [2.491, 4.219, 4.631], [3.040, 4.902, 3.539], [3.431, 4.158, 2.435], [3.275, 2.778, 2.388], [3.844, 1.955, 1.296], [3.707, 2.004, 0.034], [2.748, 2.914, -0.583], [2.950, 2.980, -2.094], [2.763, 1.670, -2.692], [1.768, 1.395, -3.425], [0.589, 2.152, -3.915], [0.183, 1.825, -5.208], [-0.928, 2.378, -5.823], [-1.684, 3.295, -5.081], [-1.347, 3.615, -3.789], [-0.219, 3.035, -3.105], [-0.010, 3.254, -1.883], [1.879, 2.333, 5.456], [2.181, 4.779, 5.509], [3.169, 5.976, 3.557], [3.897, 4.659, 1.592], [4.485, 1.145, 1.657], [2.754, 3.919, -0.157], [1.733, 2.526, -0.458], [3.993, 3.257, -2.291], [2.288, 3.744, -2.510], [1.796, 0.378, -3.838], [0.778, 1.091, -5.749], [-1.204, 2.105, -6.833], [-2.563, 3.752, -5.528], [-1.952, 4.303, -3.209], [4.150, -4.713, -0.700], [3.430, -3.551, -0.712], [3.872, -2.234, 0.175], [2.361, -3.690, -1.587], [1.505, -2.696, -1.589], [0.598, -2.825, -2.545], [0.587, -3.965, -3.497], [0.231, -5.243, -3.078], [0.179, -6.285, -3.989], [0.498, -6.063, -5.323], [0.864, -4.793, -5.742], [0.900, -3.745, -4.833], [-0.421, -1.780, -2.692], [-1.470, -1.923, -3.600], [-2.390, -0.888, -3.718], [-2.239, 0.231, -2.930], [-1.170, 0.276, -2.029], [-0.287, -0.695, -1.919], [5.075, -4.656, -0.309], [3.999, -5.336, -1.478], [-0.003, -5.413, -2.035], [-0.108, -7.274, -3.656], [0.460, -6.880, -6.033], [1.115, -4.612, -6.779], [1.169, -2.748, -5.158], [-1.566, -2.817, -4.200], [-3.205, -0.962, -4.427], [-2.907, 1.078, -3.003], [-1.021, 1.146, -1.398], [0.629, -1.889, 5.079], [0.781, -2.306, 3.748], [-0.188, -1.839, 2.979], [-0.986, -1.112, 3.787], [-0.510, -1.123, 5.052], [-2.146, -0.196, 3.306], [-2.843, -0.709, 2.026], [-3.853, -0.036, 1.441], [-4.227, -0.716, 0.306], [-3.360, -1.823, 0.287], [-2.534, -1.816, 1.320], [-1.663, 1.242, 3.045], [-1.368, 2.239, 3.907], [-0.869, 3.297, 3.188], [-0.892, 2.848, 1.857], [-1.361, 1.615, 1.776], [-3.205, -0.231, 4.455], [-3.786, -1.374, 4.867], [-4.703, -1.062, 5.845], [-4.605, 0.336, 5.956], [-3.708, 0.827, 5.116], [1.275, -2.078, 5.919], [1.555, -2.923, 3.318], [-1.009, -0.574, 5.833], [-4.204, 0.891, 1.862], [-4.987, -0.444, -0.405], [-3.296, -2.621, -0.438], [-1.536, 2.123, 4.962], [-0.499, 4.233, 3.569], [-0.579, 3.353, 0.954], [-3.502, -2.316, 4.428], [-5.342, -1.735, 6.389], [-5.147, 1.005, 6.607]],
  "mulliken_spin": [-0.0112, 0.0016, 0.0006, 0.0000, 0.0000, 0.0000, 0.0000, 0.0015, 0.0000, 0.0015, -0.0003, 0.0002, 0.0000, 0.0034, -0.0001, -0.0007, -0.0012, -0.0003, 0.0008, 0.0003, 0.0001, 0.0000, 0.0000, 0.0000, 0.0000, -0.0010, -0.0001, -0.0002, 0.0001, 0.0000, 0.0002, 0.0002, -0.0002, 0.0000, 0.0001, 0.0043, -0.1044, 0.2681, 0.4979, -0.1333, 0.0136, 0.0484, 0.0443, -0.0044, 0.0076, -0.0009, 0.0278, 0.1471, 0.0855, -0.0324, 0.0843, -0.0069, 0.0522, 0.0023, -0.0012, -0.0002, 0.0007, 0.0008, -0.0002, 0.0007, 0.0068, 0.0018, -0.0064, -0.0023, 0.0011, -0.0008, 0.0010, -0.0001, 0.0002, 0.0001, -0.0004, -0.0016, 0.0037, -0.0006, 0.0006, 0.0005, -0.0001, 0.0001, -0.0002, 0.0005, -0.0002, 0.0000, 0.0000, 0.0000, 0.0000, 0.0000, 0.0004, 0.0000, -0.0002, 0.0009, -0.0018, 0.0000, 0.0000, 0.0000, 0.0000, 0.0000, 0.0000],
  "spin_multiplicity": 2,
  "s_squared": 0.801,
  "e_lumo_ev": [3.419, 1.507],
  "total_charge": -2,
  "homo_lumo_gap_ev": [5.10, 3.19],
  "homo_ev": [-1.68, -1.68]
}

=====

{
  "formula": "C41H37Cl5KN4O2",
  "method": "ωB97M-V with the def2-TZVPD basis set",
  "symbols": ["K", "C", "C", "C", "C", "C", "C", "C", "C", "C", "C", "H", "H", "H", "H", "H", "H", "H", "H", "H", "H", "H", "H", "H", "H", "Cl", "C", "C", "Cl", "C", "Cl", "C", "O", "C", "Cl", "C", "Cl", "C", "C", "C", "C", "C", "C", "N", "C", "C", "C", "C", "C", "C", "H", "H", "H", "H", "H", "H", "H", "H", "H", "H", "C", "C", "C", "C", "C", "N", "C", "O", "N", "C", "C", "C", "C", "N", "C", "C", "C", "H", "H", "H", "H", "H", "H", "H", "H", "H", "H", "H", "H", "H"],
  "coordinates": [[0.205, -0.479, 1.081], [0.084, -2.213, 4.726], [-1.297, -2.783, 4.376], [-1.131, -4.202, 3.836], [-2.039, -1.858, 3.430], [-2.447, -2.240, 2.159], [-3.184, -1.378, 1.354], [-3.539, -0.108, 1.788], [-4.411, 0.791, 0.952], [-3.102, 0.290, 3.049], [-2.369, -0.569, 3.852], [0.603, -2.886, 5.412], [0.012, -1.234, 5.200], [0.684, -2.123, 3.818], [-1.892, -2.833, 5.297], [-0.471, -4.192, 2.966], [-2.091, -4.640, 3.556], [-0.681, -4.836, 4.602], [-2.189, -3.216, 1.774], [-3.500, -1.713, 0.371], [-5.444, 0.748, 1.306], [-4.396, 0.489, -0.095], [-4.082, 1.829, 1.016], [-3.351, 1.281, 3.414], [-2.059, -0.235, 4.836], [4.338, -4.883, -2.553], [3.267, -4.173, -1.398], [2.088, -3.559, -1.810], [1.712, -3.505, -3.495], [1.220, -3.009, -0.884], [-0.216, -2.194, -1.385], [1.457, -3.043, 0.523], [0.627, -2.602, 1.362], [2.704, -3.639, 0.886], [3.080, -3.631, 2.565], [3.567, -4.199, -0.034], [5.027, -4.942, 0.494], [5.206, -1.268, 0.132], [5.137, -0.739, 1.416], [4.107, 0.104, 1.788], [3.070, 0.442, 0.887], [3.151, -0.130, -0.402], [4.200, -0.952, -0.771], [1.967, 1.175, 1.213], [1.998, 2.204, 2.089], [3.126, 3.036, 2.317], [3.057, 4.131, 3.155], [1.875, 4.465, 3.812], [0.754, 3.670, 3.601], [0.806, 2.574, 2.760], [6.018, -1.925, -0.154], [5.904, -0.991, 2.141], [4.076, 0.508, 2.792], [2.376, 0.126, -1.121], [4.241, -1.357, -1.777], [4.050, 2.804, 1.803], [3.944, 4.737, 3.309], [1.829, 5.319, 4.477], [-0.176, 3.906, 4.110], [-0.081, 1.965, 2.599], [-5.453, 0.148, -4.492], [-3.966, 0.330, -4.646], [-3.392, 1.593, -4.683], [-2.020, 1.764, -4.807], [-1.183, 0.656, -4.875], [0.219, 0.749, -4.995], [1.058, 1.830, -4.889], [2.059, 1.922, -5.580], [0.723, 2.858, -4.026], [0.150, 2.870, -2.745], [-0.108, 4.109, -2.162], [-0.705, 4.166, -0.918], [-1.020, 2.977, -0.280], [-0.734, 1.791, -0.801], [-0.157, 1.734, -1.995], [-1.754, -0.615, -4.874], [-3.121, -0.771, -4.757], [-5.969, 1.107, -4.517], [-5.683, -0.336, -3.540], [-5.852, -0.480, -5.289], [-4.024, 2.471, -4.616], [-1.611, 2.762, -4.860], [0.662, -0.025, -5.462], [1.270, 3.677, -4.237], [0.155, 5.019, -2.691], [-0.908, 5.117, -0.446], [-1.485, 2.977, 0.699], [0.086, 0.742, -2.353], [-1.117, -1.487, -4.943], [-3.542, -1.770, -4.740]],
  "lowdin_charge": [0.7144, -0.0587, -0.3698, -0.0777, -0.2074, -0.0457, -0.0492, -0.2893, -0.0499, -0.0504, -0.0364, 0.0787, 0.0712, 0.0552, 0.1351, 0.0705, 0.0763, 0.0772, 0.1093, 0.1130, 0.0783, 0.0717, 0.0688, 0.1117, 0.1142, 0.6296, -0.7452, -0.7184, 0.6463, -0.6063, 0.7040, -0.5425, -0.3151, -0.6044, 0.7182, -0.7222, 0.6663, -0.1365, -0.1158, -0.0487, -0.3465, -0.0513, -0.1117, -0.0877, -0.3282, -0.0500, -0.1273, -0.1535, -0.1339, -0.0686, 0.0860, 0.0959, 0.1062, 0.0947, 0.1023, 0.1005, 0.0891, 0.0766, 0.0877, 0.0734, -0.0576, -0.2887, -0.0412, -0.0214, -0.2444, 0.1441, -0.5225, 0.0643, 0.1293, -0.2214, -0.0140, -0.0500, -0.1495, 0.0720, -0.0843, -0.0209, -0.0435, 0.0701, 0.0780, 0.0765, 0.1092, 0.1085, 0.1498, 0.1453, 0.1138, 0.1046, 0.0992, 0.0950, 0.1101, 0.1152],
  "e_lumo_ev": 1.953,
  "total_charge": -1,
  "homo_lumo_gap_ev": 5.38,
  "homo_ev": -3.43
}

=====

{
  "formula": "C41H37ClFeN2O4",
  "method": "ωB97M-V with the def2-TZVPD basis set",
  "symbols": ["Fe", "O", "C", "C", "C", "C", "C", "C", "C", "C", "C", "O", "C", "C", "C", "C", "C", "C", "C", "C", "C", "C", "C", "C", "N", "C", "C", "C", "C", "C", "C", "C", "C", "C", "C", "C", "C", "H", "H", "H", "H", "H", "H", "H", "H", "H", "H", "H", "H", "H", "H", "H", "H", "H", "H", "H", "H", "H", "H", "H", "H", "H", "H", "H", "Cl", "C", "C", "O", "O", "H", "H", "C", "C", "C", "C", "C", "C", "N", "H", "H", "H", "H", "H", "H", "H", "H"],
  "coordinates": [[1.096, 0.268, -0.123], [1.041, -0.478, -1.919], [0.089, -0.594, -2.915], [-1.274, -0.982, -2.302], [-1.086, -2.108, -1.338], [-1.346, -3.432, -1.675], [-1.255, -4.399, -0.689], [-0.911, -4.014, 0.599], [-0.633, -2.675, 0.851], [-0.390, -2.154, 2.234], [1.004, -1.514, 2.466], [1.203, -0.457, 1.612], [1.019, -1.049, 3.938], [1.263, 0.285, 4.234], [1.305, 0.722, 5.553], [1.099, -0.173, 6.592], [0.850, -1.509, 6.303], [0.820, -1.944, 4.987], [2.184, -2.492, 2.369], [3.459, -1.925, 2.326], [4.590, -2.720, 2.336], [4.470, -4.106, 2.379], [3.208, -4.677, 2.406], [2.071, -3.875, 2.406], [-0.702, -1.756, -0.111], [-0.034, 0.736, -3.686], [1.124, 1.497, -3.845], [1.098, 2.682, -4.563], [-0.090, 3.133, -5.127], [-1.250, 2.392, -4.954], [-1.221, 1.199, -4.241], [0.535, -1.629, -3.961], [-0.328, -2.158, -4.916], [0.123, -3.087, -5.844], [1.453, -3.485, -5.848], [2.331, -2.925, -4.930], [1.874, -2.004, -3.997], [-1.610, -0.117, -1.744], [-2.010, -1.252, -3.058], [-1.642, -3.684, -2.685], [-1.482, -5.436, -0.908], [-0.892, -4.738, 1.404], [-1.093, -1.332, 2.389], [-0.587, -2.927, 2.976], [1.423, 0.969, 3.412], [1.498, 1.766, 5.769], [1.145, 0.162, 7.621], [0.684, -2.217, 7.106], [0.659, -2.996, 4.781], [3.544, -0.847, 2.266], [5.571, -2.260, 2.311], [5.354, -4.731, 2.373], [3.101, -5.755, 2.429], [1.097, -4.346, 2.435], [2.037, 1.151, -3.374], [2.007, 3.261, -4.678], [-0.115, 4.061, -5.685], [-2.188, 2.747, -5.364], [-2.144, 0.649, -4.106], [-1.367, -1.849, -4.952], [-0.567, -3.500, -6.571], [1.802, -4.219, -6.564], [3.377, -3.207, -4.940], [2.545, -1.560, -3.274], [-2.948, 2.923, -1.369], [-1.351, 3.428, -0.765], [-0.452, 2.257, -0.402], [0.766, 2.509, -0.282], [-0.900, 1.111, -0.206], [-1.518, 4.033, 0.123], [-0.873, 4.024, -1.536], [3.420, -2.224, -0.999], [4.005, -0.846, -0.840], [5.298, -0.442, -1.098], [5.362, 0.945, -0.791], [4.107, 1.314, -0.360], [3.650, 2.672, 0.080], [3.275, 0.223, -0.388], [3.827, -2.716, -1.884], [2.337, -2.152, -1.088], [3.645, -2.855, -0.137], [6.098, -1.069, -1.466], [6.218, 1.600, -0.878], [4.508, 3.310, 0.288], [3.015, 2.597, 0.966], [3.035, 3.151, -0.685]],
  "mulliken_spin": [4.4306, 0.0821, -0.0270, 0.0268, -0.0051, 0.0044, -0.0020, 0.0012, 0.0069, 0.0165, -0.0253, 0.1727, 0.0149, 0.0067, -0.0017, -0.0007, 0.0014, 0.0014, 0.0102, 0.0026, -0.0005, -0.0001, 0.0001, 0.0027, 0.0278, -0.0018, -0.0043, -0.0022, -0.0001, -0.0003, 0.0031, 0.0062, 0.0033, 0.0005, -0.0003, 0.0003, 0.0039, 0.0008, 0.0009, 0.0002, -0.0001, -0.0001, -0.0061, 0.0021, -0.0061, 0.0001, -0.0001, 0.0000, 0.0000, -0.0039, 0.0001, 0.0001, 0.0004, -0.0002, 0.0106, 0.0000, 0.0000, 0.0001, 0.0000, 0.0001, 0.0001, -0.0001, 0.0001, 0.0031, 0.0018, 0.0013, -0.0309, 0.0725, 0.0683, 0.0012, 0.0001, -0.0059, 0.0088, 0.0147, 0.0018, 0.0339, 0.0069, 0.0549, -0.0008, 0.0106, 0.0014, 0.0008, 0.0012, -0.0005, 0.0006, 0.0005],
  "spin_multiplicity": 6,
  "s_squared": 8.759,
  "e_lumo_ev": [2.608, 2.335],
  "total_charge": -1,
  "homo_lumo_gap_ev": [6.43, 6.15],
  "homo_ev": [-3.82, -3.82]
}